one | Here is a single C11H14O3S molecule from the OMol25 dataset. Energies are from ωB97M-V/def2-TZVPD.

Geometry (Å):
C  2.761  0.122  2.820
C  3.073  -0.640  1.715
C  1.688  1.012  2.739
C  2.317  -0.481  0.532
C  0.930  1.082  1.632
C  1.237  0.335  0.488
C  0.456  0.424  -0.773
C  -0.922  -0.741  -0.799
C  -2.014  -0.138  -1.542
C  -0.345  -1.968  -1.446
C  -3.312  0.087  -0.640
O  0.054  2.985  -1.754
O  -1.280  2.281  0.154
O  -1.630  1.172  -2.130
S  -0.572  1.916  -1.038
H  3.257  -0.099  3.847
H  3.862  -1.404  1.666
H  1.450  1.726  3.550
H  2.682  -0.964  -0.357
H  0.053  1.846  1.578
H  0.976  -0.015  -1.671
H  -1.160  -0.963  0.221
H  -2.127  -0.805  -2.484
H  0.426  -1.781  -2.144
H  -1.193  -2.395  -1.969
H  -0.025  -2.784  -0.738
H  -3.018  0.774  0.070
H  -3.585  -0.893  -0.196
H  -4.037  0.311  -1.330

Summary:
SMILES string = C[C@@H]1[C@@H](C)OS(=O)(=O)[C@H]1c1ccccc1
E_LUMO = 0.0261 Ha

Computed natural (NBO) charges, given in elementary charges: atom 1 (C): -0.206, atom 2 (C): -0.211, atom 3 (C): -0.214, atom 4 (C): -0.194, atom 5 (C): -0.208, atom 6 (C): -0.090, atom 7 (C): -0.452, atom 8 (C): -0.208, atom 9 (C): 0.071, atom 10 (C): -0.619, atom 11 (C): -0.610, atom 12 (O): -0.899, atom 13 (O): -0.934, atom 14 (O): -0.689, atom 15 (S): 2.340, atom 16 (H): 0.223, atom 17 (H): 0.220, atom 18 (H): 0.221, atom 19 (H): 0.206, atom 20 (H): 0.259, atom 21 (H): 0.262, atom 22 (H): 0.227, atom 23 (H): 0.200, atom 24 (H): 0.207, atom 25 (H): 0.213, atom 26 (H): 0.228, atom 27 (H): 0.238, atom 28 (H): 0.203, atom 29 (H): 0.218

two | Here is a molecular structure, C11H14O3S from the OMol25 dataset. Energies are from ωB97M-V/def2-TZVPD.

Geometry (Å):
C  1.768  0.958  -1.257
C  2.131  1.374  -0.039
C  -1.190  -0.003  1.441
C  -1.265  0.779  -1.025
C  1.587  -0.506  -1.511
C  2.725  0.369  0.847
C  1.717  -0.815  1.084
C  0.867  -0.828  -0.146
C  -0.547  0.545  0.240
C  -2.288  -1.057  1.278
C  -2.244  2.012  -0.939
O  -0.869  0.450  2.532
O  -1.239  0.045  -2.005
O  0.128  3.229  0.105
S  0.685  2.058  0.819
H  1.320  1.573  -1.958
H  0.910  -0.635  -2.289
H  2.495  -0.990  -1.650
H  3.592  -0.025  0.277
H  2.916  0.851  1.902
H  2.336  -1.792  1.178
H  1.112  -0.708  1.899
H  0.339  -1.759  -0.382
H  -3.063  -0.824  0.673
H  -2.653  -1.394  2.249
H  -1.825  -2.026  1.003
H  -2.740  2.252  -0.066
H  -2.906  1.987  -1.804
H  -1.558  2.903  -1.128

Summary:
E_LUMO (spin up / spin down) = -0.0146 / -0.0146 Ha

Computed natural (NBO) charges, given in elementary charges: atom 1 (C): -0.051, atom 2 (C): -0.315, atom 3 (C): 0.540, atom 4 (C): 0.565, atom 5 (C): -0.502, atom 6 (C): -0.466, atom 7 (C): -0.466, atom 8 (C): -0.062, atom 9 (C): -0.363, atom 10 (C): -0.715, atom 11 (C): -0.741, atom 12 (O): -0.538, atom 13 (O): -0.546, atom 14 (O): -0.960, atom 15 (S): 1.325, atom 16 (H): 0.209, atom 17 (H): 0.254, atom 18 (H): 0.233, atom 19 (H): 0.232, atom 20 (H): 0.238, atom 21 (H): 0.224, atom 22 (H): 0.227, atom 23 (H): 0.221, atom 24 (H): 0.232, atom 25 (H): 0.242, atom 26 (H): 0.237, atom 27 (H): 0.230, atom 28 (H): 0.230, atom 29 (H): 0.286

Short version: two is the least stable of them.

one | Here is a gas-phase ion, C4H8N (charge +1) from the OMol25 dataset. Energies are from ωB97M-V/def2-TZVPD.

Geometry (Å):
C  0.345  -0.982  0.471
C  -0.483  1.932  0.415
C  0.422  0.512  0.880
C  -0.088  -1.979  -1.753
N  0.142  -1.409  -0.683
H  0.348  -1.628  1.292
H  0.159  2.801  0.871
H  -0.746  2.191  -0.547
H  1.362  0.806  0.475
H  0.427  0.457  1.977
H  -1.438  1.687  1.077
H  -1.074  -1.957  -2.030
H  0.623  -2.430  -2.446

Summary:
Charge = +1
SMILES string = C=[N+]=CCC
E_LUMO = -0.1865 Ha

Computed natural (NBO) charges, given in elementary charges: atom 1 (C): 0.267, atom 2 (C): -0.562, atom 3 (C): -0.486, atom 4 (C): 0.096, atom 5 (N): -0.240, atom 6 (H): 0.245, atom 7 (H): 0.250, atom 8 (H): 0.223, atom 9 (H): 0.259, atom 10 (H): 0.245, atom 11 (H): 0.231, atom 12 (H): 0.223, atom 13 (H): 0.250

two | Here is a gas-phase ion, C4H8N (charge +1) from the OMol25 dataset. Energies are from ωB97M-V/def2-TZVPD.

Geometry (Å):
C  2.463  -0.649  0.070
C  1.623  0.228  0.108
C  0.530  1.146  -0.193
C  -0.820  0.510  0.293
N  -0.724  -0.899  -0.162
H  3.304  -1.067  0.396
H  0.440  1.207  -1.253
H  0.769  2.007  0.267
H  -1.577  1.127  -0.019
H  -1.055  0.674  1.328
H  0.185  -1.304  0.338
H  -0.429  -0.788  -1.180
H  -1.591  -1.377  -0.157

Summary:
Charge = +1
SMILES string = C#CCC[NH3+]
E_LUMO = -0.1371 Ha

Computed natural (NBO) charges, given in elementary charges: atom 1 (C): -0.172, atom 2 (C): -0.049, atom 3 (C): -0.478, atom 4 (C): -0.242, atom 5 (N): -0.702, atom 6 (H): 0.243, atom 7 (H): 0.239, atom 8 (H): 0.271, atom 9 (H): 0.247, atom 10 (H): 0.247, atom 11 (H): 0.499, atom 12 (H): 0.444, atom 13 (H): 0.452

Short version: one is the least stable of them.

one | Here is 2 unconnected molecules or ions with the total composition C4H8N from the OMol25 dataset. Energies are from ωB97M-V/def2-TZVPD.

Geometry (Å):
C  -1.628  0.457  -0.314
C  0.141  -0.800  0.199
C  -2.848  -0.133  0.032
C  2.481  -0.061  -0.171
N  1.077  0.238  0.205
H  -3.533  0.111  0.843
H  -3.520  0.123  -0.904
H  -2.553  -1.109  0.058
H  2.618  0.391  -1.170
H  3.323  0.271  0.486
H  2.596  -1.170  -0.202
H  0.845  0.522  1.220
H  1.001  1.159  -0.282

Summary:
Charge = +1
E_LUMO (spin up / spin down) = -0.2123 / -0.2143 Ha

Computed natural (NBO) charges, given in elementary charges: atom 1 (C): 0.290, atom 2 (C): 0.190, atom 3 (C): -0.960, atom 4 (C): -0.454, atom 5 (N): -0.730, atom 6 (H): 0.343, atom 7 (H): 0.334, atom 8 (H): 0.284, atom 9 (H): 0.237, atom 10 (H): 0.264, atom 11 (H): 0.258, atom 12 (H): 0.485, atom 13 (H): 0.458

two | Here is 2 unconnected molecules or ions with the total composition C4H8N from the OMol25 dataset. Energies are from ωB97M-V/def2-TZVPD.

Geometry (Å):
C  2.724  0.430  0.290
C  2.613  -0.609  -0.251
C  -2.158  0.286  0.079
C  -0.823  -0.100  0.436
N  0.015  -0.416  -0.475
H  2.726  1.255  0.957
H  -2.807  0.323  0.987
H  -2.687  -0.287  -0.677
H  2.205  -1.575  -0.590
H  -0.624  -0.107  1.575
H  -1.916  1.301  -0.610
H  -0.294  -0.028  -1.457
H  1.028  -0.472  -0.264

Summary:
Charge = +1
E_LUMO = -0.1850 Ha

Computed natural (NBO) charges, given in elementary charges: atom 1 (C): -0.140, atom 2 (C): -0.310, atom 3 (C): -0.730, atom 4 (C): 0.304, atom 5 (N): -0.630, atom 6 (H): 0.261, atom 7 (H): 0.278, atom 8 (H): 0.289, atom 9 (H): 0.276, atom 10 (H): 0.255, atom 11 (H): 0.285, atom 12 (H): 0.431, atom 13 (H): 0.432

three | Here is a gas-phase ion, C4H8N (charge +1) from the OMol25 dataset. Energies are from ωB97M-V/def2-TZVPD.

Geometry (Å):
C  -2.441  -0.016  0.198
C  -1.275  -0.034  -0.132
C  0.721  1.236  0.115
C  0.777  -1.221  0.126
N  0.092  -0.003  -0.519
H  -3.467  0.275  0.202
H  0.521  1.085  1.217
H  1.819  1.170  -0.253
H  0.365  2.218  -0.237
H  0.554  -1.038  1.255
H  0.344  -2.124  -0.196
H  1.775  -1.383  -0.154
H  0.214  -0.165  -1.621

Summary:
Charge = +1
SMILES string = C#C[NH+](C)C
E_LUMO = -0.1414 Ha

Computed natural (NBO) charges, given in elementary charges: atom 1 (C): -0.074, atom 2 (C): 0.040, atom 3 (C): -0.405, atom 4 (C): -0.400, atom 5 (N): -0.409, atom 6 (H): 0.279, atom 7 (H): 0.250, atom 8 (H): 0.242, atom 9 (H): 0.263, atom 10 (H): 0.243, atom 11 (H): 0.244, atom 12 (H): 0.244, atom 13 (H): 0.485

Short version: one is the least stable of them.